a:
ORCA calculation (the ωB97M-V functional and the def2-TZVPD basis) on C12H15N3O in the gas phase.

Cartesian coordinates (Å):
H 2.15 -3.12 2.81
H 1.24 -0.64 -2.92
C 1.56 -2.43 2.25
H 2.16 0.82 -3.44
H -2.74 -0.99 0.25
N -0.49 0.77 -1.35
N -1.61 1.11 -2.06
C 1.21 0.47 -3.07
C 1.77 -2.26 0.86
C -1.11 0.20 2.75
H 0.54 -1.63 3.96
N 1.01 -1.49 0.07
C 0.06 -0.75 0.65
C -0.82 -0.09 -0.30
C 0.63 -1.60 2.87
C 1.01 2.69 -1.91
C -2.18 -0.30 -0.37
H -1.81 0.61 2.05
C 0.87 1.19 -1.76
H 2.53 -2.87 0.41
H 1.52 0.91 -0.95
H 0.67 2.96 -2.92
H -2.32 -1.30 3.21
C -2.62 0.54 -1.48
C -0.11 -0.69 2.07
H 2.07 3.00 -1.86
H -0.60 1.03 3.27
H -3.67 0.56 -1.84
O -1.83 -0.59 3.70
H 0.45 3.20 -1.14
H 0.43 0.69 -3.84

Output
Spin multiplicity   1
LUMO level   0.68 eV
SMILES   CC(C)n1nccc1-c1ncccc1CO



b:
ORCA calculation (the ωB97M-V functional and the def2-TZVPD basis) on C12H15N3O in the gas phase.

Cartesian coordinates (Å):
C -5.33 1.06 0.11
H 3.02 -0.10 -1.90
C 2.65 -0.36 -0.90
C -3.21 -0.70 0.19
C 3.46 0.37 0.17
C -1.05 -0.45 -0.26
N 5.69 0.83 1.04
H 2.74 -1.45 -0.76
C -3.00 0.65 -0.20
H -6.18 1.72 0.09
H -6.52 -0.61 0.76
N 1.24 -0.06 -0.81
O 0.60 -2.12 -0.11
C -4.09 1.53 -0.23
H 5.39 0.62 1.99
C -1.62 0.78 -0.48
H 5.33 0.26 -0.91
H 5.07 -1.07 0.25
C -5.52 -0.28 0.49
H -1.81 -2.30 0.35
H -1.13 1.68 -0.80
H -4.63 -2.20 0.83
C 0.33 -0.96 -0.38
H 3.08 0.11 1.15
H -3.94 2.56 -0.53
H 6.68 0.63 0.99
N -2.02 -1.33 0.14
H 3.35 1.45 0.04
H 0.96 0.90 -0.95
C 4.95 0.02 0.09
C -4.48 -1.17 0.54

Output
Spin multiplicity   1
LUMO level   0.70 eV
SMILES   NCCCNC(=O)c1cc2ccccc2[nH]1



Least stable of them? a.



a:
ORCA calculation (the ωB97M-V functional and the def2-TZVPD basis) on ClH4NSi in the gas phase.

Cartesian coordinates (Å):
H 0.22 1.43 0.84
Cl 2.64 -0.33 0.08
H 0.17 -1.59 -0.78
H 0.77 1.13 -1.42
H -1.40 -1.07 -0.44
Si 0.86 0.62 -0.17
N -0.42 -0.94 -0.24

Output
Spin multiplicity   1
LUMO level   0.79 eV
SMILES   N[SiH2]Cl



b:
ORCA calculation (the ωB97M-V functional and the def2-TZVPD basis) on a 2-piece molecular cluster, ClH4NSi overall.

Cartesian coordinates (Å):
Cl 1.77 0.14 -3.05
N 0.78 -0.05 -0.02
H -2.02 -0.66 0.62
H -0.60 1.26 1.42
Si -0.72 0.12 0.61
H 1.21 -0.88 -0.44
H 1.35 0.90 -2.07

Output
Spin multiplicity   1
LUMO level   -0.30 eV
SMILES   N=[SiH2].Cl



Least stable of them? b.



a:
ORCA calculation (the ωB97M-V functional and the def2-TZVPD basis) on a 2-piece molecular cluster, C5H13NOS overall.

Cartesian coordinates (Å):
H 2.81 -1.13 1.77
C 2.19 -0.97 -0.20
C 2.73 0.36 -0.62
H -1.20 2.31 0.90
C -2.56 0.95 -0.29
H 0.66 -0.38 1.61
O 3.35 1.12 0.12
S -0.74 0.00 1.97
H 1.31 -1.12 -0.81
H 1.37 -1.85 1.42
N 1.95 -1.03 1.26
H -3.38 -0.62 -1.46
H 2.96 -1.78 -0.38
H -0.32 1.30 -0.22
H 2.56 0.58 -1.72
H -1.70 -0.29 -1.86
H -3.22 0.85 0.55
C -1.24 1.41 0.31
C -2.43 -0.34 -1.05
H -3.04 1.70 -0.96
H -2.06 -1.09 -0.34

Output
Spin multiplicity   1
LUMO level   0.39 eV
SMILES   NCC=O.CCCS



b:
ORCA calculation (the ωB97M-V functional and the def2-TZVPD basis) on C5H13NOS in the gas phase.

Cartesian coordinates (Å):
C 0.14 -0.33 0.46
H -1.34 2.26 3.03
N 1.42 -1.32 -1.40
H 1.32 -1.86 -2.26
O -1.59 -2.01 -2.36
C -1.01 -1.95 -1.07
H -0.96 -1.75 -3.04
H -0.95 2.91 1.49
H 2.22 -0.70 -1.37
H 1.96 0.86 0.42
H -0.05 3.56 2.78
H -0.39 0.04 -1.68
H 0.51 1.70 -0.06
C 0.12 -0.81 -1.02
C 0.91 1.00 0.67
H 0.62 -1.04 1.12
H -0.65 -2.96 -0.83
H -1.81 -1.63 -0.41
S 0.97 1.66 2.38
H -0.92 -0.25 0.73
C -0.52 2.63 2.44

Output
Spin multiplicity   1
LUMO level   0.83 eV
SMILES   CSCC[C@@H](N)CO



Least stable of them? a.



a:
ORCA calculation (the ωB97M-V functional and the def2-TZVPD basis) on C18H24N2O4S in the gas phase.

Cartesian coordinates (Å):
H -4.36 -1.73 2.13
H 4.08 -1.57 1.75
C -1.76 -1.66 1.26
H -2.34 -2.31 0.61
C 1.09 -2.96 -0.90
C 2.69 1.30 1.25
C 1.14 0.73 -1.54
O 1.34 -2.27 0.22
C 3.18 -1.11 1.34
H -0.93 0.86 1.88
C -0.12 0.16 -1.55
H -1.89 2.70 -0.23
C -1.19 0.87 -1.04
C 2.64 -1.93 0.21
C -3.74 -1.02 2.66
C 0.23 2.73 -0.58
H 2.31 -3.57 -2.59
C 2.71 2.58 -0.90
C 3.23 -2.40 -0.93
O 1.74 1.20 1.99
H -1.40 -2.23 2.12
H -2.37 1.39 2.76
C -2.63 -0.50 1.74
H 0.08 -3.31 -1.04
H -0.29 -0.84 -1.93
H 4.18 2.77 0.70
H 2.41 -1.04 2.12
H -4.37 -0.20 3.00
H 3.42 1.97 -1.47
C -1.77 0.53 2.48
H -3.31 -1.51 3.53
H 4.26 -2.30 -1.22
S -2.81 0.11 -0.99
N -3.29 0.11 0.59
H -3.79 0.95 0.80
N 3.48 0.25 0.93
C 3.11 2.60 0.59
H 0.37 3.73 -0.21
H -0.91 -1.29 0.71
O -2.71 -1.23 -1.48
C 2.21 -3.07 -1.65
C -1.03 2.16 -0.58
H 2.75 3.60 -1.30
H 1.98 0.17 -1.92
H 2.57 3.41 1.10
C 1.33 2.01 -1.04
H -1.37 0.08 3.39
O -3.74 1.01 -1.63
H 4.21 0.36 0.24

Output
Spin multiplicity   1
LUMO level   0.47 eV
SMILES   CC(C)(C)NS(=O)(=O)c1ccc(CCC(=O)NCc2ccco2)cc1



b:
ORCA calculation (the ωB97M-V functional and the def2-TZVPD basis) on C18H24N2O4S in the gas phase.

Cartesian coordinates (Å):
C -6.32 -1.56 1.57
O 5.42 -2.24 -0.40
C 3.71 -0.58 -0.03
C -1.59 3.17 0.44
H -5.55 -1.12 2.22
H 5.87 -1.09 1.94
H -4.18 -2.62 -0.65
N 2.00 1.05 0.36
H -6.87 -0.74 1.08
H -5.92 -1.07 -1.67
H -3.91 -1.38 0.62
H 6.66 -0.70 -0.99
H 3.84 -3.80 -1.02
C 0.69 2.89 1.13
H -2.52 3.73 0.44
H -0.55 4.51 1.75
H -6.74 -3.22 2.87
H -3.61 -1.16 -2.61
O -3.56 2.40 -1.47
C -7.28 -2.42 2.38
H -8.03 -2.86 1.73
C -0.32 1.29 -0.37
C -4.64 -1.79 -0.10
C 3.24 -2.89 -0.90
H 7.35 -1.97 0.05
H 1.54 3.22 1.69
S 4.82 0.64 0.66
H 2.80 -2.62 -1.86
C 0.78 1.72 0.37
H -7.77 -1.81 3.14
H -0.22 0.42 -0.98
C 4.14 -1.80 -0.42
C -5.08 -0.70 -1.08
N -2.81 0.27 -1.34
C -2.72 1.60 -1.09
H -2.15 -0.36 -0.93
C 6.47 -1.34 -0.12
C 6.17 -0.48 1.09
C 2.29 -0.19 -0.16
H 7.03 0.14 1.36
O -5.71 -2.39 0.60
C -1.51 2.01 -0.32
H -4.32 0.47 -2.72
H 2.42 -3.06 -0.21
O 1.45 -0.91 -0.68
H 2.75 1.53 0.84
C -3.95 -0.30 -2.03
H -5.40 0.19 -0.54
C -0.49 3.60 1.16

Output
Spin multiplicity   1
LUMO level   0.43 eV
SMILES   CCOCCCNC(=O)c1cccc(NC(=O)C2=C(C)OCCS2)c1



Least stable of them? a.



a:
ORCA calculation (the ωB97M-V functional and the def2-TZVPD basis) on a 5-piece molecular cluster, C2H14NO4 overall.

Cartesian coordinates (Å):
H 1.17 0.22 -3.93
O -1.29 1.33 -0.28
H -0.38 1.35 -0.13
H 0.54 1.57 -3.36
H -1.66 2.07 -0.58
O -2.45 -1.45 1.55
O 0.34 0.70 -3.85
H 0.86 -0.21 3.07
N 0.22 -1.09 1.18
H -2.63 -1.07 2.43
C 1.80 0.87 1.28
H 0.40 -1.35 0.29
H 1.20 -0.93 -2.08
H -3.29 -1.05 1.11
H 1.98 0.85 0.10
H 2.32 1.47 2.01
C 1.06 -0.11 1.84
O 0.61 -0.35 -1.51
H -0.84 -0.66 1.13
H -0.24 -0.21 -2.02
H 0.29 -1.93 1.74

Output
Net charge   +1
Spin multiplicity   1
LUMO level   -3.06 eV



b:
ORCA calculation (the ωB97M-V functional and the def2-TZVPD basis) on a 4-piece molecular cluster, C2H14NO4 overall.

Cartesian coordinates (Å):
H 1.05 -1.80 -1.88
O -1.37 -0.52 0.67
N 0.92 0.86 0.18
H -0.12 -2.42 0.33
H 1.18 -0.43 -2.69
H -1.48 1.38 1.43
O 0.70 -2.65 -0.12
O 1.56 -0.99 -2.00
O -1.04 1.96 -1.74
H 0.63 -3.56 -0.47
H 0.75 1.48 2.16
H -1.96 1.69 -1.87
C 0.49 0.57 1.60
H 1.22 -0.02 -0.26
H -2.05 -1.16 0.87
H 0.08 1.24 -0.28
H 1.56 1.64 0.15
H -1.41 0.16 2.69
C -1.04 0.40 1.69
H -0.72 2.45 -2.49
H 1.05 -0.26 2.03

Output
Net charge   +1
Spin multiplicity   1
LUMO level   -2.98 eV



Least stable of them? a.



a:
ORCA calculation (the ωB97M-V functional and the def2-TZVPD basis) on C5H10NP in the gas phase.

Cartesian coordinates (Å):
H 1.08 3.36 -1.35
C 0.27 -1.61 -0.01
H -0.35 2.95 -0.07
C -1.19 -1.40 0.04
N 1.13 0.89 -0.16
H 0.46 -2.39 0.74
H 0.46 -2.03 -0.92
H 2.19 -0.80 0.44
C -1.69 -1.71 1.24
C 1.16 -0.38 0.50
P 0.09 1.18 -1.28
C -0.01 3.05 -1.13
H -2.68 -1.46 1.61
H -0.66 3.57 -1.79
H 0.83 -0.08 1.44
H -1.85 -1.27 -0.81
H -1.06 -2.04 2.03

Output
Spin multiplicity   1
LUMO level   0.11 eV
SMILES   C=CCC/N=P/C



b:
ORCA calculation (the ωB97M-V functional and the def2-TZVPD basis) on C5H10NP in the gas phase.

Cartesian coordinates (Å):
H -2.95 0.68 1.73
H 0.44 1.09 1.14
H 1.13 1.67 -1.09
H -0.31 -2.21 -0.32
H 0.91 -0.56 1.58
C -2.00 0.91 1.26
C 0.60 -0.28 -0.49
C 0.25 0.03 0.95
H 1.44 -2.23 -0.49
H 1.33 0.36 -2.35
C 1.08 0.63 -1.34
H -1.56 1.77 1.77
H -2.17 1.17 0.21
C 0.53 -1.74 -0.83
H 0.44 -1.89 -1.90
P -1.74 -1.66 1.93
N -1.14 -0.25 1.37

Output
Spin multiplicity   1
LUMO level (alpha / beta)   -0.27 / -0.27 eV



Least stable of them? a.



a:
ORCA calculation (the ωB97M-V functional and the def2-TZVPD basis) on C6H14O3 in the gas phase.

Cartesian coordinates (Å):
C 0.33 -0.90 -0.88
H -1.46 -0.32 1.74
H 1.38 -2.53 0.06
H -0.53 1.81 -1.16
H -2.38 1.19 1.76
H 0.59 -1.44 1.21
H -1.32 -1.70 -0.18
O -1.10 2.24 -0.35
C 1.15 -1.49 0.27
H 2.08 -0.93 0.39
H -2.48 0.16 0.34
O -0.89 -1.62 -1.04
C -1.81 0.51 1.13
C -0.67 1.30 0.52
O 0.11 0.48 -0.69
H 2.01 -0.50 -2.17
C 1.06 -1.03 -2.21
H 1.24 -2.08 -2.44
C 0.38 1.77 1.50
H 0.44 -0.61 -3.00
H -0.06 2.57 2.10
H 1.23 2.18 0.96
H 0.72 0.97 2.15

Output
Spin multiplicity   1
LUMO level   0.73 eV
SMILES   CC(C)(O)OC(C)(C)O



b:
ORCA calculation (the ωB97M-V functional and the def2-TZVPD basis) on C6H14O3 as an isolated structure.

Cartesian coordinates (Å):
H -0.04 -2.30 1.69
C 0.39 -0.23 -0.26
H 0.98 2.39 1.10
C 0.94 1.55 -0.90
H 0.28 -1.17 -2.21
H -2.05 -0.50 2.10
C 0.86 -1.23 -1.28
H 0.80 -2.26 -0.90
H 1.60 1.34 -1.74
H -2.23 1.32 0.61
H 0.09 2.14 -1.27
O -2.30 -1.40 1.81
C 1.65 2.23 0.24
O -1.36 0.96 0.84
C -1.01 0.03 -0.13
C -1.55 -1.70 0.67
H -1.58 0.15 -1.05
H 2.04 3.22 -0.03
H -2.19 -2.13 -0.11
H 0.91 -0.29 0.70
H 2.50 1.64 0.59
O -0.64 -2.70 1.04
H 1.91 -1.07 -1.52

Output
Spin multiplicity   1
LUMO level   0.64 eV



Least stable of them? b.



a:
ORCA calculation (the ωB97M-V functional and the def2-TZVPD basis) on a 2-piece molecular cluster, C9H24N3O overall.

Cartesian coordinates (Å):
N -0.29 -0.91 0.42
N -2.61 -1.19 -0.18
H -2.53 -2.82 1.24
C 4.55 1.28 0.65
H -2.84 0.01 -1.93
H -3.51 1.32 0.48
H -2.73 -3.23 -0.41
C -2.53 1.76 0.55
H -0.51 -2.72 -0.29
H 4.19 2.35 0.88
C -1.53 -0.45 0.14
C 0.60 0.01 1.16
H -3.55 -1.61 -2.07
H -4.29 -0.30 -1.23
N 4.04 0.92 -0.64
C -3.02 -2.47 0.35
H 0.29 -0.12 2.11
C 0.08 -2.30 0.51
H 4.08 1.82 -1.16
H 1.27 -2.32 0.34
H 0.51 1.04 0.56
H 5.04 -0.21 -2.14
H 1.59 -0.29 0.80
H -2.10 1.79 1.59
H 4.76 -0.98 -0.56
O -1.60 0.95 -0.17
H -2.89 3.29 -1.08
H -2.76 4.08 0.59
C -2.40 3.15 -0.10
H 4.27 0.46 1.30
C -3.33 -0.79 -1.43
H -1.36 3.43 -0.32
H 5.67 1.14 0.65
H 3.38 -0.71 -1.84
H -4.08 -2.60 0.50
C 4.28 -0.35 -1.28
H -0.11 -2.70 1.48

Output
Net charge   +1
Spin multiplicity   1
LUMO level   -3.24 eV



b:
ORCA calculation (the ωB97M-V functional and the def2-TZVPD basis) on a 2-piece molecular cluster, C9H24N3O overall.

Cartesian coordinates (Å):
H -3.26 0.00 -1.25
H 0.02 -4.09 -2.14
H 3.35 0.56 1.81
O -0.03 -1.97 0.43
H 1.26 -2.43 1.97
H 2.31 -0.93 0.33
H -0.29 1.46 2.90
H -2.72 0.75 -2.76
H 3.18 -1.01 2.60
N -0.69 1.77 0.88
N 1.74 -0.55 1.08
C 0.60 2.37 0.61
H -2.40 0.79 0.48
N -1.31 0.80 -1.21
H 0.62 2.87 -0.35
H 0.67 -3.91 0.21
H -0.34 -2.37 -2.23
H 0.10 -1.10 2.22
H -1.36 -3.43 -1.25
C 2.63 -0.17 2.17
H 0.77 0.77 -1.45
H 2.04 0.29 2.97
C -2.41 0.15 -1.91
C -0.13 1.01 -2.02
C 0.77 -1.56 1.49
H -0.07 2.03 -2.40
H -2.08 -0.83 -2.27
H -0.17 0.34 -2.88
H -1.99 1.29 2.47
H 1.37 1.60 0.66
H -1.26 2.90 2.55
C -0.35 -3.24 -1.58
C -1.46 1.12 0.05
C -1.09 1.86 2.28
H 1.55 -2.68 -0.73
H 0.80 3.11 1.38
C 0.55 -2.99 -0.38

Output
Net charge   +1
Spin multiplicity   1
LUMO level   -2.41 eV



Least stable of them? a.